Density functional theory data (ωB97M-V/def2-TZVPD) for one molecule with the formula C3H3NOS2 at a distorted geometry.

Output
Largest force on an atom ... 3.5 eV Å⁻¹
Calculated total energy ... -1042.39116 a.u.

Element x y z (Å)
C1 -0.7913 1.0811 0.2244
C2 -1.9649 0.0304 0.1528
C3 1.0831 -0.2137 -0.2710
N1 0.4393 0.8145 0.0577
O1 -3.0040 0.2332 0.6909
S1 -1.5281 -1.3203 -0.7611
S2 2.2960 -0.8939 0.8366
H1 -0.9288 2.1659 0.3452
H2 1.3415 -0.3161 -1.2915
H3 3.0571 -1.5812 0.0159

Forces on atoms 1 to 3 (eV/Å):
0.97 1.19 -0.20
1.61 -1.10 -0.87
2.56 -2.27 -0.05

Atomic partial charges in e from the Mulliken method, atoms 1 to 5: number 1, C, carries -0.0445; number 2, C, carries 0.3573; number 3, C, carries -0.0728; number 4, N, carries -0.2126; number 5, O, carries -0.5108

***

Density functional theory data (ωB97M-V/def2-TZVPD) for C18H32O4S4Sb2Tc as an isolated structure at a distorted geometry.

Output
Largest force on an atom ... 3.5 eV Å⁻¹
Spin multiplicity ... 4
Total charge ... +2
Calculated total energy ... -3159.48655 a.u.

Element x y z (Å)
Tc1 -0.0319 -0.2404 0.2950
C1 -0.6757 -2.5352 2.7631
C2 0.0408 -3.3120 1.6788
S1 -0.0701 -2.6020 -0.0327
C3 -1.8125 -2.9635 -0.5187
C4 -2.8610 -2.0819 0.1239
S2 -2.4186 -0.2892 -0.0624
C5 -2.9572 0.4133 1.5378
C6 -2.3139 -0.1875 2.7767
S3 -0.5305 -0.6778 2.5820
H1 -1.7309 -2.7850 2.8054
H2 -0.2327 -2.7625 3.7308
H3 1.1148 -3.3383 1.8608
H4 -0.3290 -4.3367 1.6317
H5 -1.8055 -2.8197 -1.5990
H6 -2.0012 -4.0178 -0.3156
H7 -3.8072 -2.2313 -0.3976
H8 -2.9967 -2.3032 1.1784
H9 -2.6955 1.4668 1.4243
H10 -4.0448 0.3381 1.5901
H11 -2.3367 0.5417 3.5864
H12 -2.8419 -1.0685 3.1296
C7 3.3972 -2.2669 0.3161
Sb1 2.6643 -0.2695 -0.1967
C8 3.0879 -0.4844 -2.2867
C9 4.5234 0.8954 0.2570
C10 4.9700 0.8921 1.6575
C11 5.7161 -0.1995 2.1125
C12 6.1761 -0.2722 3.4123
C13 5.8652 0.7453 4.3078
C14 5.1330 1.8365 3.8786
C15 4.7080 1.9569 2.5531
C16 4.0386 3.1887 2.1332
Sb2 1.8068 2.7412 1.8463
C17 1.3120 2.0366 3.8842
C18 0.6969 4.6078 1.8774
H13 4.4073 -2.3269 -0.0654
H14 2.8023 -3.0365 -0.1634
H15 3.4236 -2.4311 1.3866
H16 4.0491 -0.9929 -2.3928
H17 3.1230 0.5046 -2.7427
H18 2.3061 -1.0714 -2.7687
H19 4.3270 1.8775 -0.1656
H20 5.2268 0.3480 -0.3678
H21 5.9572 -0.9903 1.4189
H22 6.7673 -1.1166 3.7307
H23 6.2078 0.6947 5.3295
H24 4.9164 2.6383 4.5680
H25 4.3670 3.5935 1.1813
H26 4.0283 3.9539 2.8998
H27 1.8332 2.6955 4.5664
H28 1.6653 1.0178 4.0159
H29 0.2440 2.0993 4.0614
H30 1.0350 5.2250 2.7077
H31 -0.3622 4.3771 1.9905
H32 0.8529 5.1258 0.9334
O1 -0.2500 2.9067 -1.7675
S4 0.3947 1.9054 -1.0228
O2 1.8382 2.0998 -0.8038
O3 -0.1922 1.7735 0.3889
O4 0.2282 0.5072 -1.5262

Forces on atoms 1 to 3 (eV/Å):
-0.20 -1.43 1.48
0.13 0.36 0.05
0.05 0.40 -0.48

Atomic partial charges in e from the Mulliken method, atoms 1 to 5: number 1, Tc, carries 0.9485; number 2, C, carries -0.9544; number 3, C, carries -0.7106; number 4, S, carries -0.0015; number 5, C, carries -0.9481